The following is a DFT calculation (ωB97M-V with the def2-TZVPD basis set) of a cluster of 9 separate species, C33H87ClN11O17 in total in a non-equilibrium geometry.

Values from the calculation:
* energy above the lowest of the compared OMol25 structures with the same formula, charge and spin: 0.00 kcal/mol
* largest force on an atom: 2.94 eV/Å
* HOMO level: -6.46 eV
* total charge: -1
* orbital gap: 0.309 Eh

Each line ends with the Mulliken charge.
Positions of all 149 atoms, in Å:
1 Cl -26.171 -6.182 -1.590  0.829
2 O -28.574 -9.526 -5.808  -0.233
3 O -29.010 -7.077 -8.781  -0.426
4 O -20.294 -8.201 -2.210  -0.728
5 O -28.758 -12.501 4.483  -0.288
6 O -22.242 -3.739 0.674  -0.525
7 O -25.624 -8.595 3.808  -0.512
8 O -32.993 -3.853 2.360  -0.283
9 O -19.760 -5.492 4.363  -0.267
10 O -27.678 -2.627 2.767  -0.757
11 O -26.250 -11.961 -2.342  -0.760
12 O -26.282 -4.751 -1.603  -0.833
13 O -31.962 -14.405 -7.991  -0.330
14 O -31.282 -7.507 -0.341  -0.421
15 O -26.295 -6.674 -0.227  0.303
16 O -27.210 -6.806 -2.370  -0.597
17 O -25.911 -3.390 -5.108  -0.466
18 O -24.850 -6.536 -2.076  -0.459
19 N -22.573 -8.393 -2.120  -0.207
20 N -26.471 -4.456 2.092  0.099
21 N -27.276 -10.060 -3.138  0.017
22 N -30.849 -5.799 1.685  -0.299
23 N -28.196 -9.757 3.078  -0.214
24 N -29.987 -12.747 -6.698  -0.267
25 N -21.595 -6.446 -2.906  -0.256
26 N -25.546 -9.912 -1.556  -0.081
27 N -27.243 -5.178 -7.467  0.201
28 N -27.992 -3.470 0.665  0.039
29 N -21.892 -5.672 2.612  -0.260
30 C -27.856 -8.552 -6.559  -1.617
31 C -23.257 -4.743 0.826  0.038
32 C -30.744 -13.800 -6.026  -0.597
33 C -24.385 -9.041 3.314  0.318
34 C -29.615 -11.629 3.736  -0.630
35 C -26.376 -10.730 -2.316  0.405
36 C -27.036 -5.763 -8.769  -0.983
37 C -25.551 -4.750 -4.942  -0.253
38 C -29.725 -11.633 -5.794  -0.979
39 C -30.020 -7.603 0.350  -0.077
40 C -20.696 -6.532 4.561  -0.807
41 C -28.820 -10.978 2.625  -0.300
42 C -29.452 -13.531 5.134  -0.751
43 C -19.140 -5.071 5.529  -0.776
44 C -27.027 -3.225 -5.949  -0.581
45 C -28.984 -10.590 -6.584  -0.272
46 C -21.344 -6.857 3.248  0.134
47 C -34.059 -3.312 3.094  -0.754
48 C -27.615 -7.144 -8.900  -0.074
49 C -21.413 -7.714 -2.377  0.410
50 C -30.668 -4.536 2.383  -0.236
51 C -27.326 -9.134 2.115  0.416
52 C -29.715 -6.254 0.882  0.583
53 C -33.209 -15.045 -8.028  -0.735
54 C -31.389 -8.346 -1.457  -0.764
55 C -26.883 -3.791 -7.357  -0.911
56 C -31.922 -4.229 3.200  -0.864
57 C -21.380 -3.897 -0.399  -0.477
58 C -22.587 -5.987 1.380  0.041
59 C -31.083 -14.897 -6.990  -0.583
60 C -29.585 -8.349 -8.803  -0.476
61 C -26.463 -8.073 2.791  -0.198
62 C -27.391 -3.457 1.902  0.493
63 H -23.933 -4.363 1.583  0.157
64 H -28.693 -14.138 5.619  0.243
65 H -30.122 -8.365 1.134  0.053
66 H -30.165 -13.118 5.863  0.289
67 H -25.872 -7.484 2.077  -0.065
68 H -19.849 -5.014 6.376  0.321
69 H -23.893 -9.620 4.094  0.333
70 H -27.171 -7.830 -8.170  0.209
71 H -31.055 -9.362 -1.217  0.303
72 H -28.184 -11.089 -7.152  0.319
73 H -20.282 -7.404 5.089  0.402
74 H -27.731 -10.586 -3.856  0.096
75 H -24.777 -10.336 -1.080  0.146
76 H -32.453 -8.369 -1.715  0.290
77 H -30.025 -10.897 4.448  0.265
78 H -33.752 -14.925 -7.077  0.319
79 H -30.864 -7.965 -2.332  0.274
80 H -20.582 -7.353 2.611  0.243
81 H -25.861 -3.636 -7.721  0.382
82 H -30.452 -12.231 3.352  0.469
83 H -31.542 -15.772 -6.519  0.476
84 H -27.445 -5.107 -9.565  0.345
85 H -27.873 -3.703 -5.437  0.325
86 H -31.644 -13.416 -5.513  0.314
87 H -29.464 -8.913 -7.873  -0.076
88 H -22.528 -6.087 -3.008  0.165
89 H -30.132 -14.240 -5.226  0.349
90 H -26.282 -5.069 1.313  -0.289
91 H -27.878 -8.611 1.320  -0.759
92 H -25.685 -8.917 -1.504  -0.148
93 H -23.343 -6.751 1.606  -0.510
94 H -21.929 -6.449 0.621  0.342
95 H -27.314 -9.056 -3.203  0.110
96 H -20.793 -5.922 -3.184  0.191
97 H -23.723 -8.219 2.994  -0.599
98 H -30.597 -12.406 -7.441  0.260
99 H -27.592 -4.084 -0.036  -0.110
100 H -33.800 -14.600 -8.824  0.229
101 H -27.126 -7.347 3.281  0.115
102 H -26.107 -4.593 3.013  0.189
103 H -27.186 -2.154 -6.065  0.348
104 H -27.673 -7.693 -5.910  0.327
105 H -18.751 -4.062 5.403  0.246
106 H -25.961 -5.823 -8.994  0.374
107 H -30.024 -14.142 4.421  0.311
108 H -29.212 -8.930 -9.661  0.291
109 H -29.272 -7.928 -0.381  0.266
110 H -28.098 -5.469 -7.023  0.177
111 H -26.689 -9.886 1.645  0.472
112 H -28.836 -9.091 3.484  0.330
113 H -31.643 -5.748 1.052  0.346
114 H -26.322 -5.455 -4.630  0.057
115 H -21.844 -4.235 -1.334  0.091
116 H -26.863 -8.916 -6.863  0.445
117 H -30.668 -11.231 -5.399  0.282
118 H -20.559 -4.603 -0.188  0.254
119 H -25.076 -5.103 -5.871  0.290
120 H -23.465 -7.925 -2.034  0.397
121 H -18.329 -5.741 5.851  0.272
122 H -33.119 -16.126 -8.212  0.298
123 H -21.144 -5.020 2.404  0.344
124 H -22.457 -9.308 -1.729  0.162
125 H -34.833 -3.002 2.387  0.247
126 H -20.934 -2.924 -0.624  0.335
127 H -28.532 -2.682 0.372  0.238
128 H -27.362 -7.489 -9.915  0.392
129 H -21.459 -6.153 5.273  0.343
130 H -32.197 -5.069 3.843  0.390
131 H -34.475 -4.045 3.793  0.298
132 H -30.184 -15.239 -7.510  0.289
133 H -27.510 -3.156 -8.020  0.498
134 H -29.514 -10.752 1.795  0.174
135 H -22.156 -7.572 3.400  -0.053
136 H -29.115 -12.017 -4.972  0.524
137 H -28.419 -8.226 -7.443  0.759
138 H -33.770 -2.392 3.621  0.303
139 H -29.467 -5.562 0.073  -0.016
140 H -24.705 -4.773 -4.253  0.138
141 H -29.681 -10.246 -7.376  0.239
142 H -28.870 -6.322 1.581  -0.407
143 H -30.660 -8.269 -8.994  0.405
144 H -31.612 -3.383 3.840  0.423
145 H -24.487 -9.686 2.424  0.197
146 H -29.929 -4.712 3.179  0.243
147 H -30.363 -3.674 1.790  0.164
148 H -28.070 -11.702 2.311  0.260
149 H -23.730 -4.987 -0.129  0.105